{"formula": "C21H35AuBN7O7P2", "method": "ωB97M-V/def2-TZVPD", "species": ["Au", "O", "P", "O", "O", "O", "P", "O", "O", "O", "H", "H", "C", "N", "C", "C", "N", "C", "C", "C", "C", "C", "C", "C", "C", "C", "N", "C", "N", "C", "C", "N", "C", "C", "C", "N", "C", "C", "H", "H", "H", "H", "H", "H", "H", "H", "H", "H", "H", "H", "H", "H", "H", "H", "H", "H", "H", "H", "H", "H", "H", "H", "H", "H", "H", "H", "H", "H", "B", "C", "N", "H", "H", "H"], "coordinates": [[-0.38335, 0.00679, -0.48899], [0.23943, -0.18023, -3.78220], [1.49184, -0.58308, -2.88441], [2.81349, -0.40686, -3.46259], [1.26879, 0.20342, -1.54608], [1.17916, -2.13020, -2.49973], [-0.34292, -2.63135, -2.32064], [-0.17325, -4.08656, -1.71501], [-1.04522, -2.60514, -3.61803], [-0.92424, -1.80935, -1.16098], [-0.27104, -0.94631, -4.12181], [-0.30456, -4.75715, -2.39534], [1.19895, 0.88348, 4.62962], [0.67136, -0.42811, 4.32694], [0.85633, -1.39638, 5.39075], [0.33920, -0.82404, 3.04996], [0.79055, -0.28330, 1.95245], [2.06509, 0.27971, 1.91817], [3.12406, -0.38832, 2.49764], [4.42225, 0.13969, 2.51732], [4.66760, 1.35321, 1.95045], [3.62937, 2.05713, 1.29562], [3.93178, 3.30673, 0.70057], [2.98495, 4.00322, 0.01744], [1.70131, 3.45351, -0.12177], [1.34974, 2.26488, 0.47124], [0.01816, 1.82906, 0.21327], [-0.98625, 2.71985, 0.18736], [-1.17691, 3.53578, 1.23234], [-0.66767, 3.18192, 2.54504], [-1.72812, 4.87175, 1.09255], [-1.83657, 2.77338, -0.85031], [-3.26151, 3.01433, -0.66691], [-1.42843, 2.40094, -2.20097], [2.31086, 1.51884, 1.23185], [-0.55512, -1.84771, 2.98524], [-1.66231, -1.98121, 3.91429], [-0.61150, -2.72354, 1.83039], [0.70418, 1.26906, 5.52501], [1.01756, 1.56704, 3.80864], [2.27859, 0.85312, 4.80898], [1.89123, -1.35221, 5.74626], [0.66160, -2.40090, 5.02690], [0.19555, -1.19431, 6.23828], [2.93061, -1.35211, 2.95338], [5.22036, -0.42043, 2.98762], [5.65842, 1.78850, 1.96431], [4.94313, 3.68347, 0.78633], [3.21981, 4.94698, -0.45629], [0.97427, 3.96102, -0.74556], [-0.59144, 2.09980, 2.61178], [-1.37856, 3.52589, 3.29553], [0.31193, 3.63492, 2.72569], [-1.81352, 5.13352, 0.04129], [-1.05116, 5.58051, 1.57334], [-2.70916, 4.94774, 1.56515], [-3.56739, 3.96420, -1.11006], [-3.51129, 2.99860, 0.39070], [-3.81152, 2.20822, -1.15555], [-0.34592, 2.32435, -2.26647], [-1.77289, 3.17293, -2.89133], [-1.86759, 1.44765, -2.50294], [-1.68285, -1.14169, 4.60265], [-1.59914, -2.91527, 4.48036], [-2.60319, -1.97801, 3.35876], [0.29696, -2.62129, 1.24301], [-1.46532, -2.49980, 1.18997], [-0.69982, -3.75715, 2.17462], [-3.57191, 0.90750, 2.72338], [-2.70279, 0.37439, 1.52507], [-2.02538, 0.04855, 0.64949], [-4.48180, 0.13934, 2.91305], [-2.80980, 0.96456, 3.66670], [-3.95676, 2.01165, 2.39502]], "atomic_forces_ev_per_a": [[-0.01, 0.04, -0.02], [0.10, 0.06, -0.08], [-0.02, 0.00, 0.08], [-0.01, 0.03, -0.02], [-0.01, -0.11, 0.00], [-0.07, 0.07, -0.02], [0.06, -0.05, -0.06], [-0.01, 0.01, 0.00], [-0.02, 0.01, 0.01], [0.03, 0.00, 0.12], [-0.03, -0.05, 0.02], [0.01, -0.03, -0.02], [0.00, 0.00, 0.01], [-0.01, 0.00, 0.00], [0.00, 0.00, 0.00], [0.02, -0.01, 0.01], [-0.01, -0.01, 0.00], [0.01, 0.00, 0.00], [-0.01, 0.00, -0.01], [0.00, 0.00, 0.00], [0.00, 0.00, 0.00], [0.00, 0.00, 0.00], [0.00, 0.00, 0.00], [0.00, 0.00, 0.00], [0.00, 0.01, 0.00], [0.00, 0.00, 0.00], [-0.01, 0.01, -0.01], [0.01, 0.00, 0.00], [0.00, 0.01, 0.00], [0.00, 0.00, 0.01], [0.00, 0.01, 0.00], [0.00, -0.01, -0.01], [0.00, -0.01, 0.00], [0.00, 0.01, 0.01], [0.01, 0.00, 0.00], [-0.01, 0.00, 0.00], [-0.01, 0.00, 0.00], [0.02, 0.01, 0.00], [0.00, 0.00, 0.00], [0.00, 0.00, 0.00], [0.00, 0.00, 0.00], [0.00, 0.00, 0.00], [0.00, 0.00, 0.00], [0.00, 0.00, 0.00], [0.00, 0.00, 0.00], [0.00, 0.00, 0.00], [0.00, 0.00, 0.00], [0.00, 0.00, 0.00], [0.00, 0.00, 0.00], [0.00, 0.00, 0.00], [0.00, 0.00, 0.00], [0.00, 0.00, 0.00], [0.00, 0.00, 0.00], [0.00, 0.00, 0.00], [0.00, 0.00, 0.00], [0.00, 0.00, 0.00], [0.00, 0.00, 0.00], [0.00, 0.00, 0.00], [0.00, 0.00, 0.00], [0.00, 0.00, 0.00], [0.00, 0.00, 0.00], [0.00, 0.00, 0.00], [0.00, 0.00, 0.00], [0.00, 0.00, 0.00], [0.00, 0.00, 0.00], [-0.01, 0.00, 0.01], [-0.01, 0.00, 0.00], [0.00, 0.00, 0.00], [0.01, -0.02, 0.02], [-0.03, 0.04, -0.03], [0.01, -0.02, 0.00], [0.00, 0.00, 0.00], [-0.01, 0.00, 0.00], [0.00, 0.00, 0.00]], "lowdin_charge": [1.36, -0.14, 0.24, -0.23, -0.39, -0.24, 0.22, -0.08, -0.26, -0.41, 0.05, 0.09, -0.04, -0.14, -0.06, -0.38, 0.11, -0.24, -0.03, -0.07, -0.05, -0.15, -0.03, -0.06, -0.02, -0.21, -0.05, -0.42, -0.10, -0.03, -0.03, -0.13, -0.04, -0.04, -0.04, -0.15, -0.06, -0.06, 0.10, 0.06, 0.09, 0.09, 0.09, 0.09, 0.12, 0.11, 0.11, 0.11, 0.11, 0.12, 0.07, 0.11, 0.10, 0.09, 0.10, 0.10, 0.09, 0.07, 0.10, 0.08, 0.10, 0.09, 0.08, 0.09, 0.09, 0.08, 0.06, 0.09, -0.41, -0.16, 0.05, 0.02, 0.01, 0.01], "orbital_gap_ev": 6.418, "mol_weight_g_mol": 767.3}